A 8-piece molecular cluster, C49H62F23N3O17 overall in a non-equilibrium geometry, computed with ωB97M-V with the def2-TZVPD basis set.

* E_LUMO: -0.78 eV
* SMILES string: CCCOc1nc2c(CC=O)cc(CC(=O)F)c(C[C@@H](C)F)c2nc1CCCN.CCOC(=O)C(F)(F)F.CCOC(=O)C(F)(F)F.CCOC(=O)C(F)(F)F.CCOC(=O)C(F)(F)F.CCOC(=O)C(F)(F)F.CCOC(=O)C(F)(F)F.CCOC(=O)C(F)(F)F
* max |F|: 4.21 eV Å⁻¹
* Kohn-Sham gap: 0.2947 Ha
* HOMO energy: -8.80 eV

Geometry as XYZ:
```
154
Properties=species:S:1:pos:R:3:mulliken_charge:R:1
C 2.5100 8.0115 -1.2781 -0.999
C 3.1972 6.7999 -0.4993 -0.349
C 2.9425 5.4629 -1.3089 -0.520
O 2.4955 4.3528 -0.4574 -0.521
C 1.1321 4.1779 -0.7740 -0.102
N 0.2464 4.7934 0.0428 -0.408
C -1.0421 4.5557 -0.4344 0.221
C -2.1805 5.2027 0.3230 0.875
C -1.8144 6.1112 1.5594 -1.330
C -1.6936 5.2994 2.8956 0.099
O -2.6747 5.0903 3.5823 -0.483
C -3.5724 5.0575 -0.0468 -0.621
C -3.9405 4.1959 -1.2438 0.659
C -5.4433 4.0500 -1.6154 -1.446
C -6.1946 2.9225 -0.8384 0.657
O -5.7270 2.1320 -0.0929 -0.394
F -7.5780 2.8449 -1.0978 -0.286
C -2.8492 3.5581 -1.9959 0.227
C -3.1992 2.6848 -3.2610 -1.359
C -2.6848 3.3341 -4.5983 0.877
C -2.9595 2.3082 -5.7887 -1.044
F -3.4045 4.5618 -4.8129 -0.425
C -1.4049 3.7358 -1.5999 0.122
N -0.4491 3.1177 -2.4034 -0.291
C 0.8201 3.3525 -1.9913 0.571
C 1.9943 2.7603 -2.8237 -0.302
C 1.8567 1.2143 -3.1619 -0.295
C 3.3179 0.5816 -3.2796 -0.469
N 3.3307 -0.8539 -2.8166 -0.706
H 3.0676 8.9577 -1.0077 0.334
H 1.4305 8.1552 -0.9957 0.216
H 2.6374 7.8260 -2.3868 0.308
H 2.7353 6.6497 0.5177 0.243
H 4.3004 7.0174 -0.4453 0.313
H 2.1584 5.7077 -2.0910 0.313
H 3.8391 5.1083 -1.8994 0.375
H -2.5443 6.9525 1.7099 0.492
H -0.8115 6.6048 1.3780 0.241
H -0.6726 4.9460 3.2392 0.362
H -4.3923 5.5786 0.5197 0.385
H -5.5853 3.8588 -2.7180 0.379
H -5.9818 5.0151 -1.3975 0.491
H -4.3006 2.4683 -3.3430 0.556
H -2.7062 1.6729 -3.1272 0.319
H -1.5912 3.5845 -4.5877 0.100
H -3.5086 2.7841 -6.6402 0.370
H -3.4982 1.4211 -5.3512 0.140
H -1.9698 1.9187 -6.1566 0.242
H 3.0104 2.9342 -2.3891 0.091
H 1.9843 3.3078 -3.8182 0.326
H 1.4105 1.1498 -4.1993 0.057
H 1.2266 0.6278 -2.4463 0.359
H 3.7045 0.5709 -4.3342 0.330
H 4.0763 1.1205 -2.6415 0.272
H 3.4232 -0.7999 -1.7925 0.265
H 4.2423 -1.2257 -3.1125 0.171
C 10.3245 -0.3401 -2.1015 -1.110
C 9.3090 -1.2262 -1.4088 -0.214
O 8.1161 -1.3594 -2.2025 -0.312
C 8.1828 -2.2278 -3.2179 0.338
O 9.1516 -2.8758 -3.4978 -0.518
C 6.8362 -2.2972 -3.9404 1.010
F 6.3261 -1.0759 -4.1935 -0.258
F 5.9146 -2.9570 -3.2123 -0.274
F 6.9155 -2.9290 -5.1192 -0.271
H 9.8831 0.6287 -2.3469 0.303
H 11.1942 -0.1810 -1.4626 0.377
H 10.6646 -0.7812 -3.0401 0.319
H 9.0076 -0.7726 -0.4647 0.339
H 9.7238 -2.2086 -1.1740 0.300
C -1.4330 4.6126 6.5838 -0.970
C -1.2761 3.7806 7.8389 -0.208
O -0.0038 3.1062 7.8592 -0.282
C 1.0511 3.8444 8.2288 0.333
O 1.0034 5.0019 8.5318 -0.517
C 2.3136 2.9819 8.2477 0.885
F 2.4393 2.2302 7.1369 -0.229
F 2.3155 2.1325 9.2928 -0.258
F 3.4349 3.7085 8.3433 -0.247
H -1.2818 3.9953 5.6956 0.174
H -2.4276 5.0570 6.5393 0.411
H -0.6959 5.4171 6.5408 0.381
H -2.0420 3.0048 7.8607 0.205
H -1.4033 4.3812 8.7420 0.320
C -5.2200 -3.4939 -3.7580 -0.776
C -3.8999 -4.0758 -4.2134 -0.138
O -3.3572 -3.3211 -5.3134 -0.327
C -2.7448 -2.1777 -4.9898 0.389
O -2.6301 -1.7568 -3.8736 -0.517
C -2.1809 -1.5034 -6.2404 0.822
F -3.0691 -1.4653 -7.2505 -0.274
F -1.0960 -2.1477 -6.7094 -0.278
F -1.8082 -0.2356 -6.0080 -0.191
H -5.9191 -3.4278 -4.5956 0.325
H -5.6610 -4.1115 -2.9770 0.067
H -5.0975 -2.4820 -3.3670 0.284
H -4.0510 -5.0935 -4.5733 0.313
H -3.1804 -4.1299 -3.3940 0.301
C -6.3123 1.5612 3.7880 -1.214
C -5.0055 1.6971 4.5428 0.136
O -5.2396 2.0687 5.9142 -0.328
C -5.6104 1.0797 6.7353 0.362
O -5.7603 -0.0620 6.4057 -0.519
C -5.7779 1.6104 8.1595 0.866
F -6.4864 2.7533 8.1998 -0.252
F -4.5855 1.8731 8.7332 -0.235
F -6.4079 0.7393 8.9582 -0.246
H -6.8997 2.4789 3.8716 0.321
H -6.1266 1.3546 2.7329 0.331
H -6.9250 0.7538 4.1933 0.341
H -4.4062 2.4930 4.0996 0.267
H -4.4119 0.7820 4.4901 0.167
C 0.8704 -0.4844 5.1695 -1.032
C -0.1685 -1.3809 5.8080 -0.271
O -1.3415 -1.4636 4.9808 -0.247
C -1.2685 -2.2976 3.9354 0.276
O -0.3112 -2.9613 3.6566 -0.534
C -2.5949 -2.3048 3.1762 0.943
F -3.0579 -1.0600 2.9533 -0.228
F -3.5531 -2.9619 3.8555 -0.268
F -2.5003 -2.8979 1.9786 -0.245
H 0.4431 0.4974 4.9519 0.259
H 1.7298 -0.3576 5.8293 0.346
H 1.2244 -0.8938 4.2215 0.365
H -0.4836 -0.9565 6.7615 0.311
H 0.2262 -2.3774 6.0172 0.321
C -3.1983 -7.8718 1.1373 -1.091
C -3.6851 -8.6113 -0.0927 -0.196
O -5.0426 -8.2519 -0.4054 -0.338
C -5.2082 -7.0863 -1.0395 0.411
O -4.3143 -6.3474 -1.3462 -0.495
C -6.6917 -6.8595 -1.3437 0.849
F -7.4758 -7.1118 -0.2814 -0.250
F -7.1223 -7.6599 -2.3370 -0.268
F -6.9570 -5.6000 -1.7218 -0.248
H -3.8736 -8.0428 1.9789 0.306
H -2.1969 -8.2045 1.4139 0.371
H -3.1672 -6.7940 0.9688 0.305
H -3.6815 -9.6846 0.0972 0.319
H -3.0352 -8.4361 -0.9526 0.301
C 8.5311 -5.7207 -4.4343 -1.055
C 7.2427 -6.2899 -3.8757 -0.233
O 7.4375 -7.6318 -3.3956 -0.313
C 8.0103 -7.7444 -2.1913 0.361
O 8.3631 -6.8204 -1.5148 -0.506
C 8.1148 -9.2161 -1.7897 0.857
F 8.5971 -9.9840 -2.7836 -0.246
F 6.9130 -9.7237 -1.4557 -0.254
F 8.9203 -9.4008 -0.7351 -0.239
H 8.9372 -6.3788 -5.2067 0.368
H 8.3609 -4.7368 -4.8635 0.292
H 9.2956 -5.6293 -3.6614 0.288
H 6.4922 -6.3450 -4.6644 0.340
H 6.8308 -5.6575 -3.0859 0.331
```